Computed, not measured: C4H8O4P2 as an isolated structure at a distorted geometry, with ωB97M-V/def2-TZVPD.

Output
E: -31044.7756 eV
Energy relative to the best compared isomer or geometry (same formula, charge and spin): 289.90 kJ/mol
Maximum force: 3.9 eV Å⁻¹
E_LUMO (spin up / spin down): 6.250 / 6.262 eV
Charge: -2
HOMO-LUMO gap (spin up / spin down): 6.2 / 6.2 eV

Geometry as XYZ:
```
18
Properties=species:S:1:pos:R:3:nbo_charge:R:1
C -0.39283 1.33349 -0.59240 -0.678
C -0.65425 -1.26934 -0.16365 -0.652
C -0.11816 0.07959 0.29973 -0.239
C 2.39492 -0.04277 0.52327 -0.866
O 4.21953 -1.85961 1.10666 -1.203
O 4.41948 0.30653 -0.29704 -1.100
O 3.18502 2.52118 0.73430 -1.207
O 3.54391 -1.93796 -1.33235 -1.193
P 2.94094 1.46515 -0.27695 1.261
P 3.69075 -1.14138 -0.08434 2.343
H 0.10885 1.22886 -1.59551 0.210
H -1.48828 1.48526 -0.87772 0.149
H 0.09358 2.22441 -0.18657 0.230
H -1.65515 -1.03407 -0.66855 0.139
H -0.04952 -1.57637 -1.01524 0.227
H -0.82455 -1.95210 0.64910 0.200
H -0.22093 0.23532 1.42805 0.170
H 2.37702 0.01471 1.61024 0.208
```